(1)
Entry from the OMol25 dataset: a cluster of 2 separate species, C4H9N2 in total (ωB97M-V/def2-TZVPD).

```
15
Properties=species:S:1:pos:R:3:nbo_charge:R:1
C 2.87422 0.59304 0.41094 -0.02
C 2.98783 0.29210 -0.78990 0.00
C -2.58101 0.32262 0.02142 -0.70
C -1.12765 0.11467 -0.33577 0.25
N -0.23629 -0.46567 0.40525 -0.67
N 2.38811 -0.82688 0.11210 -0.62
H 2.74978 1.38680 1.12857 0.27
H 3.25856 0.16708 -1.84144 0.29
H -3.32571 0.25528 -0.83338 0.27
H -2.51546 1.40149 0.35466 0.26
H -2.93928 -0.28197 0.77488 0.24
H -0.72167 0.31426 -1.35957 0.20
H 1.18296 -0.58120 0.23755 0.45
H -0.55200 -0.72712 1.29294 0.37
H 2.96946 -1.54486 0.43598 0.41
```

Values from the calculation:
Lowest unoccupied orbital energy = -0.1185 Eh
Energy relative to the best compared isomer or geometry (same formula, charge and spin) = 4.7146 eV
2S+1 = 1
Total charge = +1
HOMO = -0.5394 Eh

(2)
Entry from the OMol25 dataset: a cluster of 8 separate species, C26H74N6O8 in total (ωB97M-V/def2-TZVPD).

```
114
Properties=species:S:1:pos:R:3:lowdin_charge:R:1
C 5.70087 1.42931 -2.40650 -0.06
C 5.44006 0.78320 -1.06891 -0.46
C 4.60279 -0.49035 -1.18683 -0.22
O 3.33376 -0.11975 -1.62787 -0.23
C 2.45039 -1.18086 -1.94526 -0.09
N 6.73829 0.38938 -0.53922 0.03
H 6.35590 0.71528 -2.91963 0.09
H 6.22182 2.38234 -2.32994 0.08
H 4.77299 1.53828 -2.96439 0.07
H 4.88737 1.40015 -0.35942 0.12
H 4.53738 -1.04895 -0.22788 0.13
H 5.09903 -1.16522 -1.91248 0.13
H 1.58674 -0.79323 -2.50425 0.09
H 2.11813 -1.69388 -1.02996 0.06
H 2.96276 -1.93152 -2.55241 0.09
H 7.36779 1.17168 -0.60017 0.06
H 6.67699 0.12520 0.44660 0.08
C -2.29280 -4.61517 0.89430 -0.06
C -3.54633 -4.23367 0.05537 -0.42
C -4.70142 -5.20042 0.16675 -0.19
O -4.23500 -6.48832 -0.31619 -0.21
C -5.18958 -7.52970 -0.34883 -0.12
N -3.94511 -2.85080 0.37660 0.04
H -1.96943 -5.63493 0.73398 0.06
H -2.56731 -4.47219 1.96203 0.08
H -1.47726 -3.91715 0.69830 0.05
H -3.25374 -4.21771 -1.01359 0.14
H -5.56827 -4.85691 -0.40677 0.12
H -5.08958 -5.35917 1.16106 0.12
H -6.08608 -7.23562 -0.92173 0.09
H -5.45636 -7.93341 0.63640 0.08
H -4.74227 -8.36505 -0.90619 0.09
H -4.22138 -2.78713 1.35643 0.07
H -3.16749 -2.19656 0.29387 0.04
C 2.14453 2.64938 0.89989 -0.05
C 1.59903 3.11594 -0.45496 -0.42
C 1.21886 4.57769 -0.38839 -0.20
O 0.33494 4.67880 0.71912 -0.22
C -0.67144 5.65428 0.57183 -0.10
N 2.60262 2.90163 -1.48276 0.06
H 1.46184 2.65930 1.75257 0.07
H 2.98265 3.28401 1.19569 0.09
H 2.49214 1.63254 0.82360 0.04
H 0.74258 2.52851 -0.82744 0.13
H 0.75034 4.89152 -1.31946 0.12
H 2.14170 5.16293 -0.19634 0.14
H -1.21893 5.58642 1.50362 0.08
H -1.36589 5.41001 -0.23855 0.09
H -0.22947 6.63217 0.45937 0.09
H 2.62945 1.96610 -1.82943 0.03
H 3.54780 3.21360 -1.29548 0.08
C -4.47120 2.02646 1.17094 -0.04
C -3.10258 2.61405 1.49904 -0.43
C -2.51253 2.03733 2.80047 -0.17
O -3.44750 2.28077 3.85287 -0.19
C -3.54812 3.62644 4.26886 -0.11
N -2.25457 2.35747 0.33683 0.06
H -4.82327 2.28887 0.16482 0.08
H -5.23162 2.33554 1.90894 0.09
H -4.42837 0.93612 1.15981 0.08
H -3.23489 3.70369 1.66162 0.12
H -1.49018 2.45346 3.01771 0.14
H -2.42559 0.94375 2.66860 0.13
H -3.91631 4.30443 3.49895 0.07
H -2.59366 4.05679 4.64206 0.10
H -4.26520 3.54727 5.07463 0.09
H -2.65428 2.77681 -0.47071 0.07
H -1.33803 2.76039 0.47605 0.07
C 2.28366 -0.91091 2.06193 -0.07
C 2.34550 -2.10727 3.03652 -0.44
C 2.35952 -1.76946 4.52864 -0.19
O 1.17240 -1.00303 4.75062 -0.20
C 1.05931 -0.50088 6.05205 -0.11
N 1.23975 -2.98141 2.65727 0.05
H 1.34807 -0.43063 2.35272 0.07
H 2.26759 -1.25018 1.00516 0.06
H 3.04941 -0.14397 2.24643 0.08
H 3.30696 -2.59988 2.80273 0.13
H 3.32986 -1.28095 4.73950 0.13
H 2.31892 -2.69653 5.14626 0.13
H 1.79990 0.26098 6.21689 0.08
H 1.02793 -1.27505 6.81671 0.09
H 0.10233 0.02616 6.10814 0.09
H 0.44585 -2.38604 2.84965 0.07
H 1.18747 -3.78568 3.25484 0.07
C 1.61296 1.74403 -5.17714 -0.06
C 0.22400 2.29996 -4.78879 -0.43
C -0.53905 1.38726 -3.88676 -0.24
O -1.79039 1.95886 -3.62618 -0.19
C -2.60356 1.02370 -2.96681 -0.11
N 0.53550 3.64777 -4.28218 0.04
H 1.65917 0.82115 -5.76346 0.08
H 2.25401 1.56390 -4.30754 0.06
H 2.05220 2.54790 -5.76448 0.08
H -0.32354 2.41694 -5.72572 0.14
H 0.01037 1.31567 -2.92236 0.12
H -0.65729 0.38157 -4.33684 0.14
H -3.53569 1.52656 -2.68007 0.09
H -2.08232 0.61537 -2.06953 0.07
H -2.93199 0.22961 -3.66198 0.10
H 1.29943 3.47172 -3.61535 0.04
H -0.21975 4.09854 -3.76807 0.06
C -0.03403 -4.82423 -2.45336 -0.16
O 0.65277 -3.76782 -1.83634 -0.14
H -0.31756 -4.50007 -3.43835 0.08
H 0.59068 -5.73743 -2.57304 0.09
H -0.89856 -5.11053 -1.86188 0.06
H 0.82056 -3.93542 -0.89631 0.08
C -0.62953 -0.82573 -0.22459 -0.20
O -1.85350 -0.46355 0.27488 -0.16
H -0.17107 -1.61769 0.36098 0.05
H -0.74061 -1.14320 -1.28334 0.08
H 0.09675 -0.01003 -0.07187 0.08
H -1.89289 0.50826 0.40274 0.02
```

Values from the calculation:
Lowest unoccupied orbital energy = 0.0213 Eh
SMILES = COC[C@H](C)N.COC[C@H](C)N.COC[C@H](C)N.COC[C@H](C)N.COC[C@H](C)N.COC[C@H](C)N.CO.CO
Energy relative to the best compared isomer or geometry (same formula, charge and spin) = 1.9172 eV
2S+1 = 1
HOMO = -0.3222 Eh

Number 1: gap between HOMO and LUMO 11.455 eV. Number 2: gap between HOMO and LUMO 9.347 eV.